# C78H180N12O12

A 12-piece molecular cluster, C78H180N12O12 overall in a non-equilibrium geometry (wB97M-V/def2-TZVPD, OMol25).

Geometry as XYZ:
```
282
Properties=species:S:1:pos:R:3:forces:R:3
O -0.646235 5.664941 0.267371 -0.2 1.2 0.1
H -4.350333 -0.659329 0.941679 0.3 -0.1 -0.4
C -4.809422 -0.812008 -0.049309 0.3 -0.4 0.2
C -2.335234 -5.962186 -3.098908 -0.6 -1.2 -0.4
H -2.921516 2.594132 0.763042 -0.1 0.3 0.1
H -0.992170 -6.754585 3.483731 -0.2 -0.4 0.0
C -2.000109 0.129868 7.466297 1.5 1.5 -1.1
H -2.637193 3.413338 -3.947861 -0.2 -0.4 -0.2
H 5.438049 -3.044068 -2.189585 -0.1 -0.2 -0.1
C 2.340408 -4.299772 -1.178987 0.1 1.0 1.7
H -6.580710 0.477774 -2.002322 0.2 1.4 0.8
C 0.386266 5.531904 -2.332761 2.0 0.7 -0.4
H 5.641619 -0.798954 -0.394953 0.5 0.0 0.6
C -0.654067 -5.727435 3.528071 0.0 0.5 0.6
H -0.765363 0.016283 3.994000 1.0 0.0 -0.6
H 3.083375 3.282333 5.377748 -0.2 -0.3 -0.5
C -8.048351 -2.463425 1.297764 0.7 1.7 -1.3
H -0.152336 -5.900136 5.570350 0.6 0.3 0.0
H 0.560309 -1.843479 2.499838 0.2 0.9 -0.8
H -1.983314 0.111622 -3.106009 -0.9 0.0 -1.0
C 4.320930 2.297141 0.229332 -1.0 1.0 -2.2
H -8.633827 -1.409301 -2.687215 0.1 -0.5 0.5
C -5.818299 -1.940593 0.105615 1.1 -1.6 -0.6
H -0.757023 7.770324 -1.174661 -0.2 -0.2 -1.2
C -2.996869 -0.371859 6.437012 0.8 2.1 -0.6
C -1.041699 5.817301 -2.104730 -0.9 0.0 1.2
H 0.860627 2.949186 -4.645737 -0.2 -0.5 -0.4
H 0.594821 -5.816712 1.693932 -0.3 -0.3 0.4
H -0.859970 7.812200 -2.998524 0.4 0.0 -0.2
H -1.078269 -3.030068 4.036321 0.6 0.4 1.0
H -1.141915 -2.735722 -3.812766 -1.1 -0.9 -0.2
H -1.392994 -2.679576 1.586542 -0.2 0.0 -0.5
H 2.504262 1.277563 -1.307621 0.1 -0.4 -0.2
H -1.906143 -5.035898 4.972193 -0.9 -0.4 1.9
C 1.656625 3.867188 3.793068 2.7 1.0 -0.2
C 3.442322 -2.274359 4.201584 -1.4 -0.5 -0.4
H -7.102385 -0.517642 1.055966 -0.1 -0.3 -0.2
H -7.723078 2.240747 0.250715 -1.4 0.1 -0.3
C -4.885974 -3.207767 0.504016 -1.2 0.5 -1.7
C 3.215351 2.949606 -6.198010 -1.6 -0.4 0.7
H -2.516484 0.333697 8.356621 -0.8 0.5 1.3
C 4.245160 4.206959 -1.454970 0.6 -1.2 0.0
H 3.319365 -1.246672 2.414045 0.5 -0.2 0.8
H 2.330072 -2.416315 4.392168 1.1 0.8 0.8
H 3.465559 2.711577 0.788761 -0.1 -0.4 -0.5
H -1.188910 -0.376603 1.423929 0.5 0.2 -0.5
H 1.211519 1.034369 -10.257052 -0.4 -0.2 0.2
C -2.640948 3.361078 -1.769281 1.4 -0.2 -1.0
O 1.395106 -6.657393 4.330352 -1.8 0.2 -0.7
C -1.974319 -3.468584 -3.550673 1.8 -0.2 1.2
C -2.509543 -5.629047 -0.711143 0.5 -0.7 0.1
C -1.315664 -4.896174 -3.447429 -1.1 2.0 1.0
C 2.825080 5.331986 5.539711 -0.8 -0.9 0.2
C 0.822362 -0.475116 6.040027 0.5 0.2 -2.5
H 3.651734 2.966651 -8.657006 -0.1 -0.7 0.0
H 4.414783 0.302458 -3.688926 0.5 -0.8 0.6
N -0.792343 -5.199454 -4.724887 1.9 -0.5 -0.9
H 4.090100 -1.314139 6.047949 0.4 -0.7 -0.7
H 5.315943 -4.292878 7.705784 0.0 0.9 0.1
H -3.632702 3.744051 -1.727566 -0.9 0.5 0.1
C -7.809640 -2.910521 -1.233490 0.0 2.0 0.8
H -2.770854 -3.529091 -4.287169 -0.2 0.5 0.1
H -9.212886 -1.458211 -0.236265 1.1 -0.5 -0.2
H -1.508506 -5.117756 -5.455125 0.6 0.3 0.3
H 3.370898 -4.415356 4.003499 0.5 0.4 -0.1
H -5.285402 0.101891 -0.313464 -0.3 0.6 -0.3
H -0.925672 6.576785 0.503133 0.2 -0.9 -0.1
H 1.065708 1.910986 4.330410 0.4 0.2 -0.9
H 4.366501 1.606779 -9.440517 0.5 -0.3 -0.8
H 6.956993 -3.328016 -0.277740 0.7 -0.3 -0.5
H 1.325489 -2.543161 7.618633 -0.3 -0.2 0.1
H -8.424364 -4.861271 -1.504601 0.0 -0.3 0.4
H -3.278800 -5.429264 0.079523 0.6 -0.4 -0.9
H 1.027243 -3.094692 5.988800 -0.3 -0.3 0.7
C -2.292873 -0.842296 5.147936 0.1 0.7 1.3
H -2.048395 3.899716 1.570323 -0.3 0.2 0.1
H -4.038590 -3.215182 -0.184453 0.1 0.1 0.0
C 5.702676 0.290328 -0.368638 0.4 0.5 -2.2
C 2.511868 1.108374 -8.581753 -0.3 0.5 0.6
H 4.256264 0.615872 -7.362962 0.9 0.5 0.2
H 2.253201 7.035884 1.783607 -0.1 -0.3 0.4
H -4.080987 -1.015879 -0.839966 0.1 -0.1 0.4
H 5.124833 6.779686 2.388473 0.6 0.6 0.3
H 2.777367 -4.156618 -3.574838 0.2 0.2 -0.1
H -1.621884 1.332710 4.882186 0.0 -1.5 -0.4
H 2.804403 1.044555 -4.932381 0.8 -0.1 0.4
C -0.241918 -5.272119 2.151544 0.2 0.4 -1.0
C -1.219259 7.326175 -2.103253 -0.6 0.3 1.7
O 4.969734 -3.068895 -0.172217 -0.4 -1.0 -0.7
H -2.373438 0.476261 3.520075 0.0 0.3 -0.4
H 0.095710 -4.235263 2.148592 0.0 0.1 0.3
H 0.734613 4.541907 -2.063310 0.0 -0.1 -0.4
H 5.109562 2.896537 0.574784 1.6 0.6 0.6
H 4.558674 4.791446 4.672324 0.3 0.2 -0.8
H -5.342676 -3.306740 -2.030620 -0.1 0.7 -0.3
H -0.495782 3.999617 4.111384 0.0 -0.5 -0.2
H 0.414441 -1.170122 -1.088502 0.1 -0.2 0.4
C -6.788336 -1.561128 1.174618 -0.6 -0.2 2.7
H -1.870655 -6.970267 -2.959542 0.1 0.6 -0.3
H -5.666825 2.983014 -3.349475 0.8 1.9 0.1
H 1.504203 -0.757814 1.347702 0.4 0.1 0.0
H 4.128477 4.452809 -2.508760 -0.1 0.3 0.0
C 4.203112 2.674597 -1.328965 0.7 -1.0 0.6
H -2.715745 2.279493 -1.681512 0.1 -0.1 0.1
H 1.081318 6.239272 -1.835058 -0.6 -0.3 0.2
H 6.794651 0.464988 -3.669179 0.4 -0.5 -0.3
H 3.118666 -3.613190 2.507460 -0.3 0.5 -0.2
C 2.560608 -0.397085 -6.590174 -1.5 1.1 -0.5
H -2.314921 -2.078180 0.352023 1.1 -0.3 0.2
O -6.117844 2.400909 -1.023469 1.4 0.5 0.5
H 2.942707 2.592956 -10.176564 0.9 -1.3 0.9
H 6.016504 3.087818 -3.529081 0.5 0.5 -0.2
C -8.703355 -2.454131 -0.097494 -0.8 0.9 1.1
H -0.268068 2.412139 -5.954009 -0.2 0.0 0.0
C 2.252680 -6.954005 5.374574 0.2 -0.2 0.2
H 7.398659 -0.550273 -2.238076 0.3 0.4 -0.5
C -7.541281 -4.376539 -1.066528 -1.2 -1.0 -1.0
C 3.280292 -3.275246 -1.775219 0.8 0.1 -1.8
H -0.102696 -3.650204 7.324183 0.2 0.8 -0.3
H -1.502055 1.116871 7.172134 -0.6 -1.2 0.1
H -7.314722 2.521327 -4.763702 -0.4 -0.7 0.3
H 0.067760 3.547294 0.256477 1.2 0.8 1.1
H 0.266859 0.451393 -0.457517 0.0 0.1 0.2
H -1.539486 5.592996 -4.192408 -0.1 -0.1 0.5
H -2.477755 -4.850881 3.434594 -0.4 0.0 0.3
C 4.613302 5.864343 2.197487 0.3 -1.3 -1.1
H -4.065188 1.347106 -2.460798 -0.4 -0.1 -0.4
H 1.705044 -6.993869 6.314811 0.0 -0.1 0.3
H 4.806346 -4.641918 -1.626808 0.9 -0.5 0.3
H 2.148274 2.966912 -1.694765 0.9 -1.5 -0.2
O -1.427863 -0.378583 -1.293906 -0.1 -0.2 0.8
H 4.053450 2.321267 -6.506692 0.0 0.5 0.2
H -2.828677 -1.868593 3.352754 -0.6 0.6 0.1
H 0.863485 -2.441482 0.896983 0.9 0.7 0.1
C -0.953284 -0.909354 7.783271 -0.4 -1.4 -0.1
H 4.398676 6.508274 4.811558 0.6 1.0 0.1
N -6.574431 -2.110614 -1.159211 0.0 1.1 0.7
H -5.341865 -4.198642 0.370314 -0.1 0.4 0.4
O -0.559216 -2.256152 4.418494 -0.4 -0.6 -1.5
H 6.392202 -3.355630 1.329204 -0.5 0.6 0.5
H 3.587415 -0.366756 -2.303696 0.3 0.7 0.5
H -2.891800 5.745815 -3.087201 -0.7 -0.1 0.0
H 2.873938 1.983859 -2.953287 0.3 -0.4 0.1
H -0.051563 2.974525 -1.346493 0.2 -0.7 0.2
H 1.096487 -0.793941 4.971599 -0.2 0.4 1.5
H 3.400234 4.533937 -0.852975 0.2 0.6 0.0
C 3.392353 0.134481 -7.747463 -2.0 0.1 -0.3
H -0.020071 -4.523808 -4.829844 -0.7 -0.6 -0.9
H -6.353266 3.045212 0.811315 0.8 0.2 1.2
H 1.344471 5.026575 1.388554 0.0 0.4 0.6
H -4.977352 0.265248 -3.235445 0.4 -1.4 0.0
H -7.213959 0.708601 -4.297620 -0.4 0.1 -0.7
H 2.685272 -7.942828 5.159290 0.1 0.4 0.2
H 6.284482 -2.879541 7.080624 -0.5 -0.4 -0.4
H 3.666746 0.227375 0.358456 0.2 0.3 -0.5
H -0.807473 1.199955 -2.388278 0.1 -0.1 -0.4
H -7.386192 -4.758718 -0.040362 0.0 0.4 -0.7
H 1.372792 -3.863577 -1.280650 -1.1 0.1 -0.3
H 4.889643 -1.258481 -2.793202 0.6 0.6 -0.5
H 2.318839 -5.282493 -1.625240 0.4 -0.3 -0.1
H -1.742403 -4.851736 -0.633789 -0.2 0.3 -0.2
H -2.265704 -3.133767 -2.552850 -0.7 0.1 -0.1
C -1.935896 5.263288 -3.208068 0.9 0.2 -0.3
C 3.686107 -3.525067 3.428955 0.7 -1.5 -0.5
H 2.653536 2.045925 3.570741 1.5 -0.4 0.4
H 4.857163 0.666259 1.493182 -0.2 0.3 -0.3
H 1.776666 -0.477094 6.587824 -0.5 0.0 0.2
H 5.239747 4.547403 -1.090711 -0.8 0.1 -0.1
H 3.695447 -0.568760 -8.509826 0.3 -0.7 0.2
H 3.299569 -0.271283 3.692090 0.0 0.1 0.3
H 0.723035 3.909472 -6.026389 -0.4 1.0 -0.7
O 5.320574 2.446403 -3.475479 -0.8 -0.8 1.2
H -6.773224 -4.659563 -1.766325 0.7 -0.4 0.1
C -1.102119 0.152201 -2.527526 0.6 0.8 -0.1
C -1.817668 3.849897 -0.587358 -1.1 -0.3 1.0
H -2.291768 7.501903 -2.038963 -0.1 0.3 0.0
H 2.027857 6.061885 5.532866 -0.1 0.5 0.6
C -6.577753 1.631928 -2.059688 -2.6 -1.0 -1.3
N 5.394543 2.102973 -2.046303 0.1 0.4 0.6
C -0.237728 -1.462654 6.540019 0.1 -0.9 1.3
H 6.635393 0.718165 0.039769 -0.1 -0.6 -0.2
H -1.082091 -5.296861 1.418722 0.4 -0.2 0.7
O 4.362974 -3.360120 6.172607 1.4 0.0 0.7
C 4.576968 0.854941 0.433724 -0.7 -1.4 1.9
C -8.501689 -2.500231 -2.556739 -0.4 -0.9 -0.4
H -7.742661 -3.425902 1.672814 -0.2 -0.5 0.0
H 1.201001 0.498712 -5.106322 0.7 0.3 -1.0
C 3.398049 5.765005 3.099633 -1.2 -0.7 0.3
H -3.602352 -2.454786 4.760050 -0.6 -0.4 0.5
C 2.497265 7.013566 2.864592 -0.3 1.0 -1.0
H 5.374128 -1.948947 4.948309 0.1 -0.4 0.3
C 1.683900 0.343130 -9.562234 1.0 -1.3 -0.8
H -1.004340 3.328763 -3.267845 -0.5 0.1 0.0
H 1.476354 3.672239 5.902296 -0.2 0.0 0.2
N -1.579362 5.299137 -0.770515 0.3 0.3 -0.5
C 5.264610 -3.255051 7.319917 -0.4 -0.7 -1.2
H -4.497225 -3.062245 1.484875 0.2 0.0 0.9
H 3.006485 -6.176600 5.441302 0.5 0.0 0.3
H -3.728009 0.473409 6.217742 0.7 -1.3 0.1
H 0.922245 -4.741007 4.607716 -0.2 1.1 0.5
C -1.708631 0.318906 4.361318 -0.9 1.8 0.4
C 1.667926 2.404231 3.515798 -2.0 -1.4 0.0
H 1.489818 7.177089 3.385721 1.8 -0.5 -0.2
H 7.593110 1.319215 -2.345150 0.2 -1.1 -0.1
H 1.339401 2.033199 2.533796 -0.5 0.5 0.2
H 2.469569 -4.306484 -0.062835 0.2 -0.5 -1.0
H 4.851251 -2.525840 8.000450 -0.3 0.0 0.6
C -6.660924 2.196042 0.258521 -0.1 -0.6 -1.6
C -0.600174 -1.054279 0.766331 0.2 -0.6 3.1
C -5.830336 1.955407 -3.326566 -0.1 -1.1 0.2
H -3.451053 -1.179202 6.934821 -1.2 -1.2 0.2
H -0.502037 -4.778562 -2.677363 -0.6 -0.6 -0.7
C 4.398728 -2.199169 5.394489 -1.3 1.6 0.5
C 0.513731 -2.811601 6.929552 0.3 1.1 -1.0
N -4.589311 1.176340 -3.325127 0.3 0.9 -0.3
H 5.302358 4.980728 2.283250 -0.6 0.8 0.4
H -9.566123 -3.074918 -0.070767 -0.8 -1.0 -0.1
H 6.056896 -4.773376 0.392530 0.1 0.9 -0.4
N -1.332870 -2.299290 0.631920 -1.8 -0.3 0.0
H 3.039993 -1.169003 -6.034016 0.5 -0.4 0.7
H 0.229254 3.039305 -8.637763 0.1 -0.1 0.1
C 5.654450 0.644898 -1.909106 -1.2 0.2 -0.3
C -6.692589 1.637197 -4.542394 0.5 0.5 0.4
H 1.593119 -0.821401 -6.936849 0.7 0.0 -0.2
C 2.911188 2.106162 -1.871463 -2.3 2.8 0.3
C 0.326398 4.527311 3.635169 -0.6 0.4 -0.4
O -5.728143 -2.413975 -2.212444 0.9 -0.9 -0.3
N -1.680703 -4.816781 4.054923 0.2 0.6 -3.0
O 2.167851 4.530312 1.507504 0.6 -1.0 -1.0
H 4.368620 5.860279 1.125251 -0.3 0.1 0.3
N 3.728088 -1.125376 3.357495 -0.4 0.3 -1.1
N 3.038634 -3.229402 -3.255003 0.0 0.4 0.2
C -2.677158 3.667878 0.708304 0.3 -0.3 -0.8
C -0.256645 -0.506788 -0.515144 0.1 0.6 -2.4
C 0.378812 -5.658738 4.629577 1.5 -2.1 -1.1
H 3.125837 7.941786 2.891259 -0.5 -0.7 0.7
C 3.866677 5.633867 4.526880 0.7 -0.4 0.4
H -1.967248 -6.586358 -0.539876 -0.4 0.3 0.3
H 4.733564 -3.601193 3.118741 0.0 -0.2 0.2
H 0.542095 5.800678 -3.382168 0.4 -0.7 -0.2
C 2.254518 3.975993 5.207747 -0.3 0.1 -0.2
H -0.191211 -0.541241 8.466204 0.0 0.0 0.2
C -2.012711 3.766553 -3.140132 -0.3 -0.5 0.8
H -4.167944 -0.874887 4.140025 -0.2 0.0 -0.3
H -9.505055 -2.999711 -2.647896 0.9 0.4 0.1
O -3.130286 -5.709142 -1.976408 -1.2 0.9 0.6
C 2.111459 0.813718 -5.712870 -1.4 -1.5 1.0
H -1.488660 -1.774067 8.270665 0.6 0.7 -0.3
H 1.022290 -0.224614 -8.919884 -0.7 -0.3 -0.6
C 0.678608 2.887768 -5.738904 1.7 -0.5 0.7
H 3.073569 -2.319008 -1.276970 -0.2 0.0 -0.4
H -0.696322 2.052783 0.087571 -0.5 -0.6 -0.1
H -3.614150 4.251911 0.658691 0.5 -0.1 0.2
H 3.190518 3.058164 -5.080279 0.6 0.1 -1.0
C 0.710258 -1.480498 1.441567 -1.0 -1.7 0.6
H -6.417139 1.178160 0.519134 0.4 0.2 1.2
H 3.217109 3.938783 -6.652476 0.1 -0.1 -0.1
H 2.319811 -0.368029 -10.151271 -0.5 0.6 0.3
N 2.719094 4.463608 2.802659 -1.2 0.3 0.5
N -1.262204 -1.823369 5.552185 -0.4 -0.5 0.4
C 7.003880 0.405652 -2.611208 -0.5 1.1 1.3
C 4.753041 -3.568230 -1.517967 -1.3 1.0 1.3
C 4.596762 -0.201875 -2.708305 -0.6 -0.1 0.0
C -3.320189 -1.529967 4.293231 1.0 -1.0 -0.8
H 3.318064 5.116355 6.492693 -0.3 1.1 0.3
H -7.648307 1.906960 -2.206170 0.1 -0.2 0.0
N 1.429822 1.804376 -7.773312 1.3 0.5 -0.9
H -6.278690 -1.583089 2.194563 -0.3 0.1 -1.2
C 6.123978 -3.650037 0.326421 0.8 -1.3 0.6
H -0.282225 -0.380850 -3.019607 0.0 -0.2 0.0
O 1.191661 3.020579 -8.563377 -0.4 -0.3 0.9
H -7.885078 -2.832173 -3.396977 -0.2 0.0 0.0
H 0.215249 5.536870 4.025023 0.5 0.2 0.1
H -6.053370 1.559372 -5.412709 0.1 -0.5 -0.2
H 0.175357 4.575347 2.556144 -0.8 -0.1 0.2
H 0.473145 0.568198 5.879984 0.1 -0.6 0.6
C 3.418473 2.073336 -9.273643 -0.3 2.8 -0.7
C 1.865866 2.141229 -6.430841 -0.1 0.7 0.9
H -8.735180 -1.965320 1.983455 0.0 -0.4 0.2
H 3.802651 -2.853563 -3.856180 -0.8 -0.5 1.0
H -3.087932 -6.076759 -3.960786 1.1 0.3 1.1
C -0.557869 3.005169 -0.380593 -0.4 1.0 -1.6
```
Positions in Å, forces in eV/Å.

Energy above the lowest of the compared OMol25 structures with the same formula, charge and spin (kJ/mol): 296.4
Gap between HOMO and LUMO (eV): 8.769
SMILES: CC1(C)CCCC(C)(C)N1O.CC1(C)CCCC(C)(C)N1O.CC1(C)CCCC(C)(C)N1O.CC1(C)CCCC(C)(C)N1O.CC1(C)CCCC(C)(C)N1O.CC1(C)CCCC(C)(C)N1O.COC[C@H](C)N.COC[C@H](C)N.COC[C@H](C)N.COC[C@H](C)N.COC[C@H](C)N.COC[C@H](C)N
E_LUMO (eV): 0.476